22
Properties=species:S:1:pos:R:3 method="wB97M-V/def2-TZVPD" multiplicity=5 e_tot_ha=-3013.75827 homo_lumo_gap_ha="0.1714 / 0.1702" lumo_energy_ev="-3.91 / -7.24" fmax_ha_per_bohr=0.1039 total_charge=+1
C 3.602 -0.447 1.046
Ru 1.349 -0.269 0.270
N 1.111 1.677 0.860
H 1.181 -1.816 0.055
H 2.972 -0.490 0.063
H 4.239 -1.311 0.854
H 3.099 -0.610 2.009
H 4.250 0.427 0.915
H 0.295 1.819 1.454
H 0.986 2.273 0.038
H 1.899 2.063 1.362
Br -4.512 0.556 1.188
C -3.058 0.025 0.040
C -3.337 -0.301 -1.298
C -2.252 -0.669 -2.101
C -0.979 -0.677 -1.563
N -0.719 -0.328 -0.293
C -1.752 -0.005 0.521
H -4.361 -0.261 -1.669
H -2.406 -0.934 -3.161
H -0.082 -0.964 -2.147
H -1.523 0.242 1.555